The following is a DFT calculation (ωB97M-V/def2-TZVPD) of a molecular structure, C15H41GaN2O7PS2.

Cartesian coordinates (Å):
O (-7.55854, -3.84590, -4.77132)
P (-6.82188, -3.37885, -5.95685)
O (-7.73676, -3.54663, -7.29745)
O (-6.75636, -1.73882, -5.96261)
Ga (-4.61894, -4.21811, -6.25982)
S (-4.70345, -6.13892, -7.54379)
C (-3.53467, -2.78150, -7.23172)
C (-2.30918, -2.31973, -6.42294)
C (-2.60636, -1.08964, -5.54666)
S (-2.45938, -1.52262, -3.78672)
H (-7.27123, -3.12073, -8.03135)
H (-6.61905, -1.46849, -5.04421)
H (-4.00368, -4.52728, -4.83030)
H (-3.48643, -6.61448, -7.28778)
H (-3.23578, -3.16194, -8.20759)
H (-4.17588, -1.91855, -7.42056)
H (-1.96570, -3.13324, -5.78327)
H (-1.47459, -2.07357, -7.08216)
H (-3.61551, -0.73595, -5.73124)
H (-1.90783, -0.28802, -5.76802)
H (-2.41133, -0.28954, -3.27415)
C (1.75584, -0.57602, 2.18505)
O (1.17500, -1.82128, 2.50543)
C (0.30842, -1.80757, 3.62989)
C (-1.14147, -1.96027, 3.22952)
N (-1.62900, -0.77908, 2.53716)
C (-2.95880, -0.91093, 1.94960)
C (-3.18484, -1.97496, 0.88301)
O (-2.54012, -1.71643, -0.34297)
C (-1.18016, -2.09613, -0.41240)
H (2.54101, -0.76342, 1.45419)
H (1.03643, 0.12383, 1.74635)
H (2.20133, -0.10883, 3.06879)
H (0.44867, -0.88664, 4.20661)
H (0.58747, -2.65344, 4.26485)
H (-1.73531, -2.10035, 4.13948)
H (-1.22804, -2.88009, 2.63507)
H (-0.97246, -0.52343, 1.81081)
H (-3.21766, 0.05442, 1.50825)
H (-3.67118, -1.08979, 2.76310)
H (-4.25408, -1.98394, 0.65757)
H (-2.92795, -2.98118, 1.23947)
H (-0.97724, -2.98905, 0.18676)
H (-0.51563, -1.28639, -0.08868)
H (-0.95567, -2.31435, -1.45532)
C (6.86842, 5.62594, 2.69083)
O (6.84598, 4.30066, 3.17446)
C (6.60378, 4.17296, 4.56843)
C (5.24461, 3.57211, 4.84515)
N (4.17522, 4.48605, 4.47871)
C (2.83206, 3.92030, 4.52540)
C (2.51208, 2.72868, 3.63269)
O (2.47274, 3.02490, 2.25220)
C (3.72202, 3.02440, 1.59171)
H (7.24333, 5.58883, 1.66965)
H (5.87383, 6.08626, 2.67980)
H (7.53571, 6.25580, 3.28768)
H (6.70116, 5.14518, 5.06209)
H (7.36951, 3.50589, 4.97381)
H (5.17245, 3.35982, 5.91703)
H (5.19409, 2.61067, 4.31527)
H (4.35043, 4.84955, 3.55086)
H (2.13063, 4.71831, 4.27132)
H (2.62126, 3.63053, 5.56074)
H (1.50457, 2.39105, 3.88963)
H (3.18694, 1.88191, 3.81339)
H (4.39255, 2.26274, 2.00150)
H (4.21958, 3.99799, 1.64383)
H (3.53504, 2.79730, 0.54275)

2S+1 ... 1
F_max ... 0.01182 Eh/bohr
LUMO ... 1.8 eV
Charge ... -1
Kohn-Sham gap ... 0.2415 hartree
Energy ... -4294.88325 Eh

Atomic partial charges in e from the Löwdin method, atoms 1 to 8: -0.3855 0.3284 -0.2205 -0.2388 0.0766 0.2064 -0.3336 -0.3873

=====

The following is a DFT calculation (ωB97M-V/def2-TZVPD) of a single C8H7Cl2N molecule in a non-equilibrium geometry.

Cartesian coordinates (Å):
C (0.76428, -2.28368, -1.17833)
C (-0.88562, -0.97474, 0.43572)
C (1.01908, -1.66638, 1.84366)
C (-0.36840, -1.59016, 1.47201)
C (-0.07002, -0.18127, -0.50087)
C (0.85660, -0.83275, -1.19402)
C (1.77292, -0.67885, 2.33227)
C (-0.35766, 1.28071, -0.61516)
N (0.69727, -3.41958, -1.35577)
Cl (-1.45955, -2.74022, 2.32532)
Cl (3.35853, -1.10632, 2.73651)
H (-1.97576, -0.90052, 0.18030)
H (1.37523, -2.58755, 1.81020)
H (1.60097, -0.33141, -1.66441)
H (1.60752, 0.40543, 2.29693)
H (-0.47472, 1.50990, -1.75529)
H (0.54739, 1.93345, -0.25443)
H (-1.21780, 1.60401, -0.16482)

Energy above the lowest of the compared OMol25 structures with the same formula, charge and spin ... 2.7 kcal per mole
2S+1 ... 1
F_max ... 0.09804 Eh/bohr
LUMO ... 0.0 eV
SMILES ... CC(=C/C#N)/C=C(Cl)\C=C\Cl
Kohn-Sham gap ... 0.3412 hartree
Energy ... -1284.07877 Eh

Atomic partial charges in e from the Löwdin method, atoms 1 to 8: -0.2186 -0.1235 -0.2437 -0.6139 -0.3050 -0.0344 -0.5434 -0.0344

=====

The following is a DFT calculation (ωB97M-V/def2-TZVPD) of a molecular structure, C4H7NO2.

Cartesian coordinates (Å):
C (0.82220, -0.78488, 1.12705)
C (0.30994, -0.18786, -0.13607)
N (-0.75933, -0.57826, -0.83746)
O (-1.46772, -1.62061, -0.23803)
C (0.75713, 1.02628, -0.81270)
C (-0.44454, 1.67821, -0.21745)
O (0.85659, 2.27134, -0.14868)
H (1.53559, -1.58050, 0.88259)
H (1.35519, -0.01786, 1.69746)
H (0.01559, -1.21910, 1.72100)
H (-1.83614, -2.10167, -0.99050)
H (0.84879, 1.05026, -1.89447)
H (-1.25173, 0.68194, -0.95476)
H (-0.74156, 1.38272, 0.80202)

Energy above the lowest of the compared OMol25 structures with the same formula, charge and spin ... 191.2 kcal per mole
2S+1 ... 1
F_max ... 0.00837 Eh/bohr
LUMO ... 0.8 eV
Kohn-Sham gap ... 0.3431 hartree
Energy ... -361.57615 Eh

Atomic partial charges in e from the Löwdin method, atoms 1 to 8: 0.0010 -0.3194 -0.0785 -0.0411 -0.2696 -0.1135 -0.0145 0.0969

=====

The following is a DFT calculation (ωB97M-V/def2-TZVPD) of a molecular structure, C32H96O32 in a non-equilibrium geometry.

Cartesian coordinates (Å):
C (-1.84377, 1.18867, 3.68667)
C (-0.71716, 0.51873, 4.42805)
O (-0.72627, -0.90631, 4.59135)
O (-3.12064, 0.83749, 4.24505)
H (-1.86725, 0.97777, 2.61362)
H (-1.71911, 2.27038, 3.69436)
H (-0.76479, 1.05321, 5.38473)
H (0.26123, 0.76523, 4.04408)
H (-0.03415, -1.08275, 5.25238)
H (-3.75108, 1.55043, 4.07284)
C (2.16632, 1.87849, 3.59916)
C (1.45922, 2.55548, 2.43124)
O (0.16280, 2.01163, 2.21269)
O (2.74170, 0.67105, 3.15856)
H (1.54228, 1.57837, 4.43633)
H (2.96990, 2.52722, 3.96142)
H (2.06339, 2.37353, 1.53830)
H (1.36413, 3.63187, 2.57924)
H (0.32235, 1.10481, 1.91263)
H (3.23683, 0.82059, 2.33491)
C (3.95792, -4.02778, -3.58921)
C (4.02441, -2.69068, -2.89236)
O (2.72464, -2.20225, -2.47508)
O (3.04787, -3.98603, -4.67326)
H (3.72128, -4.82649, -2.88578)
H (4.87933, -4.09598, -4.17505)
H (4.46527, -1.94585, -3.55711)
H (4.63211, -2.80175, -1.99446)
H (2.11622, -2.12719, -3.22996)
H (2.80800, -4.88653, -4.90501)
C (-0.00484, 3.94609, -0.91538)
C (0.77398, 5.07608, -1.55323)
O (-0.01608, 5.88778, -2.39897)
O (-0.72344, 3.21990, -1.92351)
H (-0.72555, 4.31244, -0.18258)
H (0.75846, 3.30494, -0.46848)
H (1.45356, 4.61113, -2.27610)
H (1.40947, 5.58498, -0.82945)
H (-0.39743, 5.28009, -3.04046)
H (-0.89104, 2.31669, -1.62651)
C (-3.49181, 3.99093, 2.97689)
C (-2.62944, 3.71302, 1.72662)
O (-3.03052, 4.42313, 0.53414)
O (-3.24626, 5.31582, 3.43754)
H (-3.28444, 3.29805, 3.78514)
H (-4.54671, 3.91075, 2.75995)
H (-2.63711, 2.63170, 1.60027)
H (-1.60061, 4.04114, 1.88122)
H (-2.74329, 5.31994, 0.72582)
H (-3.22508, 5.87504, 2.65686)
C (2.16548, 1.59160, -2.82457)
C (3.47017, 0.97231, -3.23951)
O (4.35015, 1.89449, -3.92137)
O (1.61100, 2.43785, -3.82326)
H (2.32013, 2.14329, -1.89359)
H (1.42078, 0.81181, -2.65781)
H (3.35548, 0.19454, -4.00009)
H (3.95774, 0.46302, -2.40474)
H (4.97078, 1.31774, -4.37210)
H (2.38143, 2.94835, -4.10220)
C (-0.68587, -2.05838, -3.47333)
C (-1.40154, -3.06402, -4.39112)
O (-0.67509, -4.26747, -4.45420)
O (0.56480, -1.64586, -4.03959)
H (-0.61705, -2.47967, -2.47089)
H (-1.19900, -1.10714, -3.32093)
H (-1.39704, -2.69043, -5.42007)
H (-2.43217, -3.22719, -4.07570)
H (0.23789, -3.96301, -4.52827)
H (0.37635, -1.09081, -4.81028)
C (6.53721, 0.69207, 2.11934)
C (5.69927, 0.58924, 0.81312)
O (4.29004, 0.79317, 0.95412)
O (6.41718, -0.45515, 2.95379)
H (6.31427, 1.67332, 2.54436)
H (7.58159, 0.80826, 1.81760)
H (5.89576, -0.36225, 0.32228)
H (6.03069, 1.26113, 0.01688)
H (3.82227, 0.14797, 0.31560)
H (6.51882, -0.16991, 3.86553)
C (2.61990, -1.19204, 4.35539)
C (2.54005, -1.14236, 5.91331)
O (1.26673, -1.67362, 6.31223)
O (2.49426, -2.51319, 3.86665)
H (3.57738, -0.83314, 3.99380)
H (1.91244, -0.53890, 3.87361)
H (2.77149, -0.15363, 6.31111)
H (3.28536, -1.87253, 6.23886)
H (1.40621, -1.96809, 7.21605)
H (1.67865, -2.91671, 4.18785)
C (-2.48282, -2.92303, 2.05504)
C (-3.30874, -2.93455, 0.79197)
O (-4.12605, -4.07745, 0.66583)
O (-1.51987, -3.95781, 2.12476)
H (-3.12511, -3.02319, 2.92901)
H (-2.07606, -1.90767, 2.02114)
H (-2.62280, -2.84096, -0.05363)
H (-3.92882, -2.03461, 0.75390)
H (-4.30059, -4.17520, -0.27459)
H (-0.78668, -3.78346, 1.50675)
C (-1.19154, -5.82047, -0.96014)
C (0.17634, -5.26898, -0.51652)
O (0.14983, -3.90035, -0.07022)
O (-2.07243, -6.04650, 0.14326)
H (-1.07342, -6.71317, -1.57415)
H (-1.62815, -5.07082, -1.62601)
H (0.81354, -5.40070, -1.39703)
H (0.63420, -5.85084, 0.28643)
H (1.08898, -3.79460, 0.17070)
H (-2.68241, -5.31294, 0.27749)
C (-1.71083, 2.93712, -5.21394)
C (-1.51631, 1.42623, -4.87593)
O (-0.22583, 0.94298, -5.21685)
O (-0.91311, 3.90147, -4.52538)
H (-2.73667, 3.13236, -4.88463)
H (-1.62899, 3.11636, -6.28470)
H (-2.32050, 0.85805, -5.34529)
H (-1.61319, 1.17643, -3.81554)
H (0.42953, 1.47492, -4.73960)
H (-0.72223, 3.56235, -3.63567)
C (4.19122, -1.92062, 0.92530)
C (3.62060, -3.36488, 0.81983)
O (2.32420, -3.40518, 1.29713)
O (3.51683, -1.05457, -0.04628)
H (5.26142, -1.95312, 0.73678)
H (4.05556, -1.49115, 1.91486)
H (4.17589, -4.12259, 1.37880)
H (3.47814, -3.69298, -0.21358)
H (2.34922, -3.15409, 2.24085)
H (3.16366, -1.62454, -0.75168)
C (-4.17794, 2.37086, -2.87335)
C (-5.19965, 2.48398, -1.75682)
O (-4.62788, 2.30987, -0.45702)
O (-3.75293, 1.05806, -3.08574)
H (-3.35833, 3.07468, -2.72358)
H (-4.67466, 2.74585, -3.77505)
H (-5.99826, 1.74613, -1.82952)
H (-5.55512, 3.51391, -1.67020)
H (-3.98991, 2.98548, -0.20041)
H (-4.46635, 0.51352, -3.42642)
C (-0.20767, -1.11547, -0.05144)
C (-1.52433, -0.36234, -0.21926)
O (-1.42054, 0.61294, -1.27508)
O (0.66345, -0.54643, 0.93977)
H (0.27523, -1.35566, -1.00000)
H (-0.31798, -2.14547, 0.33661)
H (-1.92539, 0.14680, 0.66052)
H (-2.32216, -1.07121, -0.42092)
H (-2.32192, 0.80259, -1.56741)
H (1.52767, -0.96653, 0.96564)
C (-4.87511, 0.68272, 1.33685)
C (-5.74625, 1.85624, 1.94091)
O (-5.26907, 2.32681, 3.22941)
O (-4.73510, -0.42093, 2.21569)
H (-3.94222, 1.20025, 1.11989)
H (-5.35650, 0.43957, 0.39327)
H (-6.78456, 1.55349, 2.09555)
H (-5.75624, 2.68294, 1.23376)
H (-5.90420, 3.00337, 3.47930)
H (-4.13083, -0.18284, 2.92861)

Energy above the lowest of the compared OMol25 structures with the same formula, charge and spin ... 135.7 kcal per mole
2S+1 ... 1
F_max ... 0.06668 Eh/bohr
LUMO ... 0.2 eV
Kohn-Sham gap ... 0.3375 hartree
Energy ... -3684.09690 Eh

Atomic partial charges in e from the Löwdin method, atoms 1 to 8: -0.2253 -0.2164 -0.0470 -0.0573 0.0867 0.0997 0.1339 0.0530